{
  "formula": "C13H37BrFNO8S",
  "method": "ωB97M-V with the def2-TZVPD basis set",
  "smiles": "CC[C@@H](Br)N(O)S(=O)(=O)F.CCO.CCO.CCO.CCO.CCO",
  "homo_ha": -0.34882,
  "homo_lumo_gap_ha": 0.3688,
  "elements": ["C", "C", "C", "Br", "N", "O", "S", "O", "O", "F", "H", "H", "H", "H", "H", "H", "H", "C", "C", "O", "H", "H", "H", "H", "H", "H", "C", "C", "O", "H", "H", "H", "H", "H", "H", "C", "C", "O", "H", "H", "H", "H", "H", "H", "C", "C", "O", "H", "H", "H", "H", "H", "H", "C", "C", "O", "H", "H", "H", "H", "H", "H"],
  "positions_angstrom": [[2.0448, 1.9396, -3.0492], [1.0613, 3.0484, -3.4540], [-0.2729, 2.9496, -2.6916], [-1.0505, 4.7359, -2.6282], [-1.0968, 1.9456, -3.4451], [-0.8933, 0.7202, -2.8004], [-2.7888, 2.1531, -3.3142], [-3.2238, 2.4534, -1.9927], [-3.3643, 0.9653, -3.8468], [-3.1417, 3.2814, -4.3221], [2.7651, 2.3330, -2.3218], [2.6054, 1.6768, -3.9498], [1.5716, 1.0369, -2.6696], [1.4984, 4.0267, -3.2457], [0.7922, 3.0319, -4.5129], [-0.1261, 2.5532, -1.6864], [-0.2759, 0.2102, -3.3566], [-1.4616, -1.5988, 1.2314], [-2.0136, -0.5683, 0.2624], [-1.3398, -0.6198, -0.9949], [-0.3939, -1.4353, 1.3915], [-1.9727, -1.5487, 2.1919], [-1.5760, -2.6063, 0.8326], [-1.8793, 0.4393, 0.6556], [-3.0828, -0.7338, 0.0949], [-1.4689, -1.5058, -1.3510], [1.0701, -1.2140, -7.1628], [0.9056, 0.0973, -6.4190], [1.1539, -0.0677, -5.0218], [0.3882, -1.9654, -6.7634], [0.8697, -1.0878, -8.2274], [2.0849, -1.6020, -7.0430], [-0.1116, 0.4715, -6.5222], [1.5934, 0.8527, -6.8133], [2.0559, -0.3874, -4.9197], [-2.4866, -4.9620, 5.0438], [-3.0196, -3.9475, 4.0500], [-2.3334, -4.0357, 2.8035], [-1.4207, -4.8078, 5.2130], [-3.0085, -4.8836, 5.9990], [-2.6072, -5.9790, 4.6615], [-2.8777, -2.9343, 4.4254], [-4.0894, -4.1057, 3.8754], [-2.4649, -4.9258, 2.4614], [5.9844, 4.1386, 0.1488], [4.7570, 3.3343, -0.2361], [4.1497, 3.8562, -1.4171], [5.7179, 5.1833, 0.3125], [6.4413, 3.7455, 1.0582], [6.7276, 4.1163, -0.6519], [4.0098, 3.3754, 0.5547], [5.0236, 2.2857, -0.4065], [4.8024, 3.8131, -2.1237], [-1.9727, -1.0984, 7.9470], [-1.7105, -2.5779, 8.1620], [-0.5205, -2.9772, 7.4854], [-2.0673, -0.8803, 6.8826], [-2.8866, -0.7830, 8.4532], [-1.1407, -0.5002, 8.3261], [-2.5307, -3.1735, 7.7637], [-1.6063, -2.8025, 9.2287], [0.2035, -2.4548, 7.8443]]
}

{
  "formula": "C6H32FeO19",
  "method": "ωB97M-V with the def2-TZVPD basis set",
  "spin_multiplicity": 5,
  "homo_ha": [-0.31936, -0.31908],
  "homo_lumo_gap_ha": [0.1318, 0.1261],
  "elements": ["Fe", "C", "C", "C", "O", "C", "C", "C", "O", "O", "O", "H", "H", "O", "H", "H", "O", "H", "H", "O", "H", "H", "O", "H", "H", "O", "H", "H", "O", "H", "H", "O", "H", "H", "O", "H", "H", "O", "H", "H", "O", "H", "H", "O", "H", "H", "O", "H", "H", "O", "H", "H", "O", "H", "H", "O", "H", "H"],
  "positions_angstrom": [[43.7922, -15.4952, 41.1539], [43.3566, -16.3844, 36.9393], [44.2309, -15.8052, 37.9868], [45.7800, -15.5996, 37.5841], [46.4679, -15.0101, 38.4266], [46.2211, -15.9084, 36.2360], [45.3309, -16.4413, 35.3409], [43.7985, -16.5660, 35.7087], [42.8731, -16.6595, 34.7962], [45.8567, -16.7491, 34.2226], [43.8503, -15.4944, 39.1479], [42.3157, -16.4147, 37.2257], [47.2679, -15.7459, 36.0257], [49.4981, -16.3761, 34.7687], [49.6951, -15.7418, 34.0795], [50.2197, -16.2859, 35.3912], [47.8738, -18.3787, 36.2123], [47.3758, -17.7191, 35.7295], [48.7501, -18.0032, 36.2973], [39.6606, -17.7828, 38.5424], [38.7085, -17.8419, 38.4639], [39.9719, -17.7116, 37.6401], [46.8823, -14.1322, 33.0795], [47.6517, -14.3947, 32.5741], [46.6176, -14.9265, 33.5435], [45.9052, -14.7404, 40.9505], [46.3443, -13.9454, 41.2528], [46.2051, -14.8520, 40.0483], [45.6571, -19.7723, 33.1472], [45.8851, -18.8429, 33.1651], [45.0027, -19.8723, 33.8385], [42.0245, -14.3621, 32.6206], [42.6744, -13.7604, 32.2575], [42.5008, -14.8553, 33.2885], [40.1762, -14.8716, 38.0660], [39.7791, -15.5910, 38.5569], [39.6662, -14.8226, 37.2575], [41.7268, -13.6266, 35.6367], [42.2077, -14.2654, 35.1106], [41.6572, -14.0315, 36.5013], [46.3259, -12.2817, 37.6884], [46.6522, -12.3123, 36.7891], [46.2413, -13.2001, 37.9444], [39.7349, -16.4898, 35.7821], [40.6786, -16.3516, 35.7016], [39.5585, -17.2611, 35.2433], [41.8914, -18.6314, 32.6096], [42.3853, -19.4513, 32.6030], [42.4941, -17.9913, 32.9882], [44.2985, -16.2756, 31.3583], [43.5469, -16.3067, 31.9503], [45.0534, -16.4532, 31.9195], [43.6844, -19.5337, 35.0167], [44.0331, -19.7451, 35.8827], [43.3524, -18.6401, 35.1033], [49.2856, -13.8467, 37.9597], [48.4365, -14.2296, 37.7394], [49.1723, -12.9084, 37.8083]]
}

{
  "formula": "CH3NO4",
  "method": "ωB97M-V with the def2-TZVPD basis set",
  "homo_ha": -0.36369,
  "relative_energy_kj_mol": 535.4,
  "homo_lumo_gap_ha": 0.3502,
  "elements": ["C", "N", "O", "O", "O", "O", "H", "H", "H"],
  "positions_angstrom": [[1.6180, -0.1785, 0.4847], [1.3267, 0.7682, -0.1766], [2.4166, -0.7844, 1.0634], [0.1222, 1.2616, -0.6470], [-1.4398, -1.0020, -0.4663], [-0.7168, -1.3812, 0.8279], [-0.8833, -0.3393, -0.7619], [-0.1851, 2.0096, -0.0555], [-2.2585, -0.3540, -0.2688]]
}

{
  "formula": "C12H11BF7N2O8S",
  "method": "ωB97M-V with the def2-TZVPD basis set",
  "charge": 1,
  "smiles": "CC(=O)OCc1c[n+](B(O)O)c(S(=O)(=O)C(F)(F)C(F)(F)C(F)(F)F)cc1CON=O",
  "homo_ha": -0.50126,
  "homo_lumo_gap_ha": 0.2546,
  "elements": ["C", "C", "O", "O", "C", "C", "C", "N", "B", "O", "O", "C", "S", "O", "O", "C", "F", "F", "C", "F", "F", "C", "F", "F", "F", "C", "C", "C", "O", "N", "O", "H", "H", "H", "H", "H", "H", "H", "H", "H", "H", "H"],
  "positions_angstrom": [[3.3061, -1.5113, 2.4174], [4.6985, -0.7438, 1.9841], [5.8178, -1.0291, 2.6949], [4.8564, 0.1960, 0.8618], [3.9020, 1.3126, 0.9297], [2.4211, 0.9966, 0.2833], [1.1248, 1.6937, 1.0153], [-0.3128, 1.5174, 0.4814], [-1.3879, 2.2630, 1.2498], [-2.6396, 1.7043, 1.7937], [-1.1245, 3.7219, 1.5052], [-0.6678, 0.7032, -0.7487], [-2.3768, 0.4373, -1.4614], [-3.2620, 1.7007, -1.5628], [-2.1648, -0.0475, -2.9496], [-3.1969, -1.0242, -0.5883], [-2.8663, -1.1248, 0.8600], [-2.5867, -2.2534, -1.2213], [-4.8115, -1.1448, -0.8435], [-5.0785, -2.6066, -1.1183], [-5.3181, -0.4168, -2.0300], [-5.7123, -0.8135, 0.5260], [-5.6113, -1.9443, 1.5232], [-5.3719, 0.5034, 1.1358], [-7.1559, -0.8369, 0.0830], [0.5835, -0.0730, -1.5427], [2.1549, 0.0705, -1.0546], [3.3732, -0.6761, -1.8586], [2.9101, -1.0214, -3.2113], [2.4529, -2.3141, -3.1993], [2.0182, -2.4856, -4.3446], [3.5694, -2.4954, 2.9958], [2.7639, -1.8054, 1.3952], [2.6311, -0.7792, 3.0416], [4.3245, 2.3359, 0.4904], [3.7108, 1.5380, 2.0840], [1.2998, 2.3785, 1.9653], [-3.3554, 2.3691, 1.4931], [-1.2729, 4.2046, 0.6323], [0.3253, -0.7216, -2.5039], [4.3885, -0.0707, -1.8811], [3.6409, -1.7076, -1.3226]]
}

{
  "formula": "C2H5N5O",
  "method": "ωB97M-V with the def2-TZVPD basis set",
  "smiles": "Nn1[nH]nc/c1=N\\O",
  "homo_ha": -0.29683,
  "relative_energy_kj_mol": 641.1,
  "homo_lumo_gap_ha": 0.3211,
  "elements": ["N", "N", "N", "N", "C", "C", "N", "O", "H", "H", "H", "H", "H"],
  "positions_angstrom": [[-0.0569, 0.4914, -2.1175], [0.1455, 0.6065, -0.7321], [1.1503, 1.3711, -0.2810], [1.0755, 1.3067, 1.0886], [0.4172, 0.3418, 1.3569], [-0.3461, -0.2706, 0.1783], [-0.8508, -1.3658, -0.2188], [-1.2179, -2.0910, 1.0328], [0.8817, -0.3070, -2.2299], [-1.1617, 0.0059, -2.2803], [1.1083, 2.3402, -0.4112], [0.0994, 0.0791, 2.4756], [-1.8562, -2.6865, 0.7985]]
}

{
  "formula": "C2H7BN2",
  "method": "ωB97M-V with the def2-TZVPD basis set",
  "spin_multiplicity": 3,
  "homo_ha": [-0.09883, -0.36220],
  "relative_energy_kj_mol": 67.8,
  "homo_lumo_gap_ha": [0.1211, 0.2685],
  "elements": ["B", "C", "C", "N", "N", "H", "H", "H", "H", "H", "H", "H"],
  "positions_angstrom": [[-1.4967, 0.0365, -0.0016], [0.6647, -0.7650, -0.0714], [0.7118, 0.7539, 0.0072], [-0.6686, -1.1308, 0.0260], [-0.6521, 1.1226, 0.0522], [-2.9331, 0.1621, -0.2746], [1.1294, -1.0693, -1.1041], [1.0444, -1.2161, 0.8138], [1.2177, 1.0949, 0.8917], [1.3522, 1.4148, -0.6688], [-0.9087, -2.1025, 0.1451], [-0.9253, 2.0818, -0.2520]]
}

no.,molecular weight (g/mol)
1,466.407
2,464.148
3,93.038
4,487.091
5,115.096
6,69.904